Record 1
149
Properties=species:S:1:pos:R:3:forces:R:3:mulliken_charge:R:1 method="wB97M-V/def2-TZVPD" s_squared=6.011 energy_ev=-219923.2323 multiplicity=5 total_charge=+3 orbital_gap_ev="7.73 / 6.04" lumo_energy_ev="-6.2 / -10.0" molar_mass_g_mol=1110.4 largest_force_ha_per_bohr=0.006 relative_energy_kj_mol=0.0
Pd 0.2243 -0.5198 -0.5184 0.2 -0.1 0.1 -0.290
C -1.1258 0.4038 3.1292 0.0 0.0 0.1 -1.006
Si 0.1803 -0.1984 1.9392 0.0 -0.1 -0.3 1.247
C 0.5051 -2.0853 2.0440 0.1 0.0 0.1 0.620
C 1.1850 -2.4026 3.2258 0.0 0.0 0.0 -0.617
C 1.4468 -3.7158 3.5915 0.0 0.0 0.0 -1.090
C 1.0355 -4.7523 2.7693 0.0 0.0 0.0 -1.043
C 0.3881 -4.4675 1.5762 0.0 0.0 0.0 -0.195
C 0.1339 -3.1536 1.1926 -0.1 0.0 0.0 0.108
P -0.6480 -2.7384 -0.3952 -0.1 0.1 0.2 0.438
C -2.4717 -2.6588 -0.1653 0.0 0.0 0.0 0.836
C -2.9526 -1.4171 0.5874 0.0 0.0 0.0 -0.327
C -4.4774 -1.2739 0.4555 0.0 0.0 0.0 -0.983
C -5.1726 -2.6429 0.4031 0.0 0.0 0.0 -0.780
C -4.3741 -3.6560 1.2124 0.0 0.0 0.0 -0.838
C -3.0156 -3.9270 0.5432 0.0 0.0 0.0 -0.779
C -0.3924 -3.7360 -1.9266 0.2 0.0 0.0 1.363
C -1.3148 -4.9273 -2.2168 0.0 0.0 0.0 -1.058
C -0.8620 -6.2255 -1.5649 0.0 0.0 0.0 -0.857
C 0.5792 -6.5515 -1.9485 0.0 0.0 0.0 -1.357
C 1.5389 -5.4049 -1.6363 0.0 0.0 0.0 -0.629
C 1.0703 -4.0823 -2.2414 -0.1 0.0 0.0 -0.180
C 1.8086 0.6586 2.2778 0.0 0.0 0.0 0.166
C 2.0685 1.1967 3.5415 0.0 0.0 0.0 -0.152
C 3.3358 1.6492 3.8827 0.0 0.0 0.0 -0.887
C 4.3725 1.5489 2.9665 0.0 0.0 0.0 -0.989
C 4.1295 1.0396 1.6994 0.0 0.0 0.0 -0.465
C 2.8507 0.6228 1.3366 0.0 0.0 0.0 -0.002
P 2.5454 0.1030 -0.3841 0.0 0.1 -0.1 0.713
C 3.8637 -1.1097 -0.7414 0.0 0.1 0.1 -0.836
C 4.0142 -1.4884 -2.2171 -0.1 0.0 0.0 0.624
C 5.2250 -2.4084 -2.3897 0.0 0.0 0.0 -1.318
C 5.1132 -3.6467 -1.5061 0.0 0.0 0.0 0.010
C 4.9199 -3.2743 -0.0386 0.0 0.0 0.0 -1.203
C 3.7177 -2.3501 0.1488 0.0 0.0 0.0 0.330
C 2.7571 1.5332 -1.5361 0.0 0.0 0.0 1.862
C 1.7676 2.6806 -1.2417 0.0 0.0 0.0 -0.443
C 2.3157 3.7536 -0.3037 0.0 0.0 0.0 -0.232
C 3.6290 4.3173 -0.8287 0.0 0.0 0.0 -1.304
C 4.6665 3.2090 -0.9171 0.0 0.0 0.0 -0.761
C 4.1946 2.0499 -1.7939 0.0 0.0 0.0 -1.097
H -0.9712 -0.0391 4.1177 0.0 0.0 0.0 0.558
H -2.1402 0.1601 2.8174 0.0 0.0 0.0 0.269
H -1.0395 1.4869 3.2452 0.0 0.0 0.0 0.320
H 1.5154 -1.6126 3.8924 0.0 0.0 0.0 0.470
H 1.9588 -3.9246 4.5214 0.0 0.0 0.0 0.512
H 1.2163 -5.7810 3.0513 0.0 0.0 0.0 0.516
H 0.0722 -5.2842 0.9452 0.0 0.0 0.0 0.300
H -2.8465 -2.6089 -1.1957 0.0 0.0 0.0 0.628
H -2.4541 -0.5118 0.2309 0.0 0.0 0.0 -0.380
H -2.6753 -1.5392 1.6387 0.0 0.0 0.0 0.041
H -4.7176 -0.6945 -0.4395 0.0 0.0 0.0 0.305
H -4.8502 -0.7045 1.3111 0.0 0.0 0.0 0.411
H -5.2481 -2.9889 -0.6321 0.0 0.0 0.0 0.305
H -6.1946 -2.5626 0.7706 0.0 0.0 0.0 0.548
H -4.9149 -4.5959 1.3160 0.0 0.0 0.0 0.535
H -4.2275 -3.2764 2.2272 0.0 0.0 0.0 0.305
H -3.1234 -4.7343 -0.1808 0.0 0.0 0.0 0.460
H -2.3057 -4.2761 1.2963 0.0 0.0 0.0 0.012
H -0.6976 -2.9390 -2.6202 0.1 0.0 0.0 -1.213
H -1.2850 -5.0577 -3.3045 0.0 0.0 0.0 0.610
H -2.3523 -4.6963 -1.9787 0.0 0.0 0.0 0.527
H -1.5208 -7.0341 -1.8840 0.0 0.0 0.0 0.416
H -0.9775 -6.1646 -0.4779 0.0 0.0 0.0 0.288
H 0.6141 -6.7612 -3.0223 0.0 0.0 0.0 0.437
H 0.9083 -7.4631 -1.4492 0.0 0.0 0.0 0.485
H 2.5300 -5.6391 -2.0262 0.0 0.0 0.0 0.601
H 1.6627 -5.2960 -0.5575 0.0 0.0 0.1 0.133
H 1.1474 -4.1516 -3.3321 0.0 0.0 0.0 0.965
H 1.7270 -3.2660 -1.9300 0.0 0.0 0.0 -0.736
H 1.2803 1.2408 4.2847 0.0 0.0 0.0 0.512
H 3.5195 2.0556 4.8685 0.0 0.0 0.0 0.484
H 5.3698 1.8717 3.2342 0.0 0.0 0.0 0.502
H 4.9489 0.9843 0.9949 0.0 0.0 0.0 0.773
H 4.7838 -0.5905 -0.4415 0.0 0.0 0.0 1.024
H 4.1178 -0.6048 -2.8474 0.0 0.1 0.0 0.249
H 3.1174 -2.0196 -2.5600 0.0 0.0 0.1 -0.946
H 6.1320 -1.8530 -2.1304 0.0 0.0 0.0 0.391
H 5.3253 -2.6913 -3.4389 0.0 0.0 0.0 0.456
H 5.9997 -4.2705 -1.6215 0.0 0.0 0.0 0.492
H 4.2638 -4.2513 -1.8406 0.0 0.0 0.0 -0.291
H 5.8174 -2.7667 0.3297 0.0 0.0 0.0 0.398
H 4.7999 -4.1695 0.5735 0.0 0.0 0.0 0.469
H 3.6179 -2.0592 1.1986 0.0 0.0 0.0 0.371
H 2.7947 -2.8773 -0.1188 0.0 0.0 0.0 -0.656
H 2.4260 1.0627 -2.4718 0.0 0.0 0.0 -0.768
H 0.8224 2.2722 -0.8662 0.0 0.0 0.0 -0.535
H 1.5234 3.1527 -2.1986 0.0 0.0 0.0 0.803
H 2.4722 3.3433 0.7012 0.0 0.0 0.0 0.053
H 1.5794 4.5547 -0.2093 0.0 0.0 0.0 0.276
H 3.9875 5.1176 -0.1812 0.0 0.0 0.0 0.492
H 3.4676 4.7610 -1.8166 0.0 0.0 0.0 0.405
H 4.9010 2.8697 0.0933 0.0 0.0 0.0 0.101
H 5.6005 3.5897 -1.3323 0.0 0.0 0.0 0.536
H 4.9194 1.2359 -1.7509 0.0 -0.1 0.0 0.379
H 4.2025 2.3945 -2.8335 0.0 0.0 0.0 0.573
C 3.6957 0.4621 -7.7019 0.0 0.0 0.0 -1.313
C 2.8827 -0.6307 -7.0207 0.0 0.0 0.0 -0.607
C 2.2262 -0.1428 -5.7334 0.0 0.0 0.0 0.249
C 1.4669 -1.2587 -5.0252 0.0 0.0 0.0 -1.744
N 0.7843 -0.8114 -3.8083 -0.1 0.0 0.0 1.366
C -0.3458 -0.1129 -3.7748 0.1 0.0 0.0 -0.016
S -0.9935 0.4407 -2.2505 0.0 0.1 0.0 -0.046
N -0.9754 0.1717 -4.8978 -0.1 0.0 0.0 0.182
C -2.3100 0.7707 -5.0495 0.0 0.0 0.0 -0.743
C -3.3066 -0.1911 -5.6876 0.0 0.0 0.0 -0.983
C -3.7965 -1.3328 -4.7948 0.0 0.0 0.0 -0.347
C -2.7992 -2.4632 -4.5471 0.0 0.0 0.0 -0.491
H 4.1510 0.0969 -8.6204 0.0 0.0 0.0 0.403
H 4.4973 0.8173 -7.0519 0.0 0.0 0.0 0.317
H 3.0679 1.3168 -7.9592 0.0 0.0 0.0 0.335
H 3.5249 -1.4877 -6.7954 0.0 0.0 0.0 0.337
H 2.1123 -1.0005 -7.7041 0.0 0.0 0.0 0.362
H 1.5532 0.6930 -5.9523 0.0 0.0 0.0 0.471
H 2.9890 0.2542 -5.0541 0.0 0.0 0.0 -0.117
H 2.1502 -2.0516 -4.7223 0.0 0.0 0.0 0.668
H 0.7394 -1.7321 -5.6933 0.0 0.0 0.0 0.575
H 1.2103 -1.0009 -2.9107 0.0 0.0 0.0 -1.617
H -0.5661 -0.1772 -5.7539 0.0 0.0 0.0 0.260
H -2.1978 1.6667 -5.6600 0.0 0.0 0.0 0.384
H -2.6537 1.0801 -4.0641 0.0 0.0 0.0 0.435
H -2.8836 -0.5915 -6.6157 0.0 0.0 0.0 0.390
H -4.1640 0.4093 -5.9970 0.0 0.0 0.0 0.436
H -4.6825 -1.7616 -5.2653 0.0 0.0 0.0 0.388
H -4.1398 -0.9203 -3.8399 0.0 0.0 0.0 0.106
H -2.4123 -2.8592 -5.4889 0.0 0.0 0.0 0.489
H -3.2846 -3.2890 -4.0241 0.0 0.0 0.0 0.360
H -1.9491 -2.1471 -3.9389 0.0 0.0 0.0 -0.154
C -5.8419 2.7356 1.7323 0.0 0.0 0.0 -0.694
Ge -4.7035 4.2897 1.9631 0.0 0.0 0.0 0.462
C -3.6224 4.2243 3.5766 0.0 0.0 0.0 -1.022
C -5.5307 6.0059 1.6169 0.0 0.0 0.0 -1.086
C -3.3659 4.1754 0.3075 0.0 0.0 0.0 -1.200
Se -2.1614 2.7838 0.5319 0.0 0.0 -0.1 0.180
C -0.7177 3.7037 1.4209 0.0 0.0 0.0 -0.461
H -6.4150 2.5809 2.6472 0.0 0.0 0.0 0.430
H -5.2625 1.8317 1.5410 0.0 0.0 0.0 -0.027
H -6.5423 2.8868 0.9120 0.0 0.0 0.0 0.388
H -4.2962 4.2923 4.4324 0.0 0.0 0.0 0.449
H -2.9298 5.0635 3.6378 0.0 0.0 0.0 0.340
H -3.0763 3.2838 3.6667 0.0 0.0 0.0 0.255
H -6.3327 6.1532 2.3420 0.0 0.0 0.0 0.402
H -5.9624 6.0401 0.6179 0.0 0.0 0.0 0.393
H -4.8120 6.8161 1.7294 0.0 0.0 0.0 0.375
H -2.8929 5.1516 0.2286 0.0 0.0 0.0 0.558
H -4.0403 3.9501 -0.5168 0.0 0.0 0.0 0.541
H -1.0604 4.0183 2.4055 0.0 0.0 0.0 0.422
H -0.4287 4.5652 0.8247 0.0 0.0 0.0 0.557
H 0.1074 2.9994 1.5093 0.0 0.0 0.0 -0.366

---

Record 2
41
Properties=species:S:1:pos:R:3:forces:R:3:mulliken_charge:R:1 method="wB97M-V/def2-TZVPD" energy_ev=-30112.3155 multiplicity=1 total_charge=-1 orbital_gap_ev=6.32 lumo_energy_ev=2.7 molar_mass_g_mol=325.3 largest_force_ha_per_bohr=0.039 relative_energy_kj_mol=8.2
C 0.0520 -4.3520 -2.3272 0.4 0.1 0.9 -0.824
O 0.6877 -4.2698 -1.0344 -0.3 -0.4 -0.7 -0.465
C 0.3743 -3.2306 -0.2152 -0.5 1.0 0.5 0.872
C 1.0285 -3.1955 1.0399 -0.3 -0.6 -1.1 -0.857
C 0.8293 -2.1245 1.8773 -0.2 0.5 0.0 -0.193
C 0.0263 -1.0367 1.4958 0.1 0.3 0.3 -0.311
C 0.0041 0.2035 2.3967 -1.0 -1.6 0.6 0.023
C -1.3752 0.7765 2.6015 -0.6 -0.2 0.2 0.926
C -1.6081 1.6933 3.6424 -1.4 0.5 1.4 -0.378
N -1.9734 2.4051 4.5033 0.7 -0.7 -1.2 -0.882
C -2.5280 0.0789 2.2087 -1.2 -0.4 -0.3 -0.356
N -3.5225 -0.4521 1.8787 1.1 0.5 0.3 -0.889
C -0.6794 -1.1104 0.2953 0.1 0.0 0.0 -0.394
C -0.5451 -2.2085 -0.5506 0.6 -0.8 0.0 -0.806
H 0.5098 -5.2327 -2.7786 -0.2 0.1 -0.1 0.237
H -1.0336 -4.4909 -2.2248 0.2 0.0 0.0 0.312
H 0.2646 -3.4548 -2.9250 -0.1 -0.2 0.1 0.333
H 1.6830 -4.0312 1.3039 -0.2 0.3 -0.1 0.369
H 1.3314 -2.1108 2.8480 -0.2 0.0 -0.3 0.380
H 0.3795 -0.0982 3.3862 0.2 -0.1 -0.3 1.101
H -1.3501 -0.3073 -0.0194 0.2 -0.4 0.3 0.264
H -1.1488 -2.2737 -1.4627 0.4 0.1 0.4 0.347
C 3.1673 0.2810 2.9107 0.5 0.0 0.3 -1.351
C 2.3585 0.6773 1.7185 -0.2 0.0 -1.6 0.338
C 0.9178 1.2957 1.8957 1.2 1.0 -1.1 2.299
C 0.3918 1.8381 0.5236 0.2 -0.5 0.1 -0.956
C 0.3490 3.3459 0.4575 0.0 0.1 0.0 -0.960
C -0.3851 3.8547 1.6661 0.3 0.2 0.6 -0.393
O 0.3768 3.5477 2.8724 0.2 -0.4 -0.4 -0.315
C 0.9065 2.3174 3.0546 0.1 0.4 0.8 -0.124
O 1.3276 2.0241 4.1598 -0.2 0.6 -1.2 -0.568
O 2.7867 0.4557 0.5869 -0.5 0.4 1.4 -0.635
H 3.1402 1.0556 3.6775 0.0 -0.2 -0.1 0.342
H 2.7806 -0.6450 3.3556 0.0 0.3 -0.1 0.191
H 4.1920 0.1068 2.5703 -0.2 -0.1 0.0 0.437
H 1.0129 1.4484 -0.2897 -0.1 -0.1 0.3 0.336
H -0.6260 1.4500 0.3997 0.3 0.3 0.0 0.115
H 1.3719 3.7416 0.4148 -0.2 0.2 0.1 0.350
H -0.1861 3.6768 -0.4375 0.1 0.0 0.0 0.460
H -0.4838 4.9431 1.6894 0.1 -0.1 0.0 0.408
H -1.3881 3.4098 1.7522 0.3 0.0 0.0 0.213

---

Record 3
21
Properties=species:S:1:pos:R:3:forces:R:3:mulliken_charge:R:1 method="wB97M-V/def2-TZVPD" energy_ev=-11886.4140 multiplicity=1 total_charge=+1 orbital_gap_ev="7.78 / 7.78" lumo_energy_ev="-4.9 / -4.9" molar_mass_g_mol=130.2 largest_force_ha_per_bohr=0.128 relative_energy_kj_mol=554.3
C -0.6763 -1.2127 -1.5368 -0.9 -0.2 0.3 -0.219
C -1.9901 0.0985 0.0375 2.6 -2.7 1.4 -0.555
C -0.9848 -0.3881 1.2078 -1.9 1.4 -2.1 -0.812
C 0.9519 1.7687 0.5622 1.9 -0.6 2.0 -0.932
C 2.5034 0.0071 0.2444 4.1 -5.2 0.1 -0.890
N -1.8314 -0.6309 -1.1856 2.1 0.3 0.7 -0.003
N 0.3604 -0.5800 0.8414 2.3 -0.1 -0.9 -0.356
N 1.1825 0.3047 0.5531 -1.9 1.8 1.2 0.741
O -0.7983 -1.9087 -2.6757 1.0 -0.7 0.9 -0.411
H -2.9089 -0.0881 0.4751 -2.1 -1.0 0.7 0.453
H -1.9990 1.1078 0.0216 0.6 3.5 -1.0 0.367
H -1.1996 0.3378 1.9864 0.5 -0.1 0.5 0.400
H -1.3273 -1.3654 1.3954 -0.4 -1.0 0.9 0.454
H 0.0749 1.9024 1.0711 -2.4 0.7 1.1 0.439
H 1.7518 2.2611 1.1937 -0.7 -0.7 -0.9 0.320
H 0.9082 2.2034 -0.3814 0.1 0.4 -1.9 0.335
H 2.7398 0.1958 -0.8393 -0.2 0.3 1.2 0.330
H 3.2937 0.3875 1.0016 -1.6 0.1 -1.5 0.360
H 2.6428 -1.2092 0.3759 -0.5 3.1 -0.5 0.312
H -2.6570 -0.6370 -1.7012 -1.5 -0.5 -1.6 0.245
H -0.0365 -2.5548 -2.6472 -1.1 1.1 -0.5 0.421

---

Record 4
22
Properties=species:S:1:pos:R:3:forces:R:3:mulliken_charge:R:1 method="wB97M-V/def2-TZVPD" energy_ev=-32217.9134 multiplicity=1 orbital_gap_ev="7.64 / 8.13" lumo_energy_ev="-0.6 / -0.9" molar_mass_g_mol=182.6 largest_force_ha_per_bohr=0.049 relative_energy_kj_mol=52.7
C -0.6225 -0.2693 -1.2204 0.5 0.4 -0.1 -1.380
C 0.3375 0.4788 -0.2305 0.4 -0.5 -0.5 0.904
C 1.3624 1.2262 -1.0981 0.0 -0.1 0.3 -1.546
C -1.3185 -2.3115 -0.0499 0.1 -0.4 0.2 -0.859
C -0.1550 1.4327 1.9445 0.1 0.0 0.6 -0.886
N -1.6545 -1.0075 -0.5733 -0.7 0.5 0.4 0.087
N -0.3923 1.4109 0.5418 -2.4 -0.6 -0.6 -0.507
O -3.3610 -0.7017 1.4408 -0.1 -0.1 0.6 -0.587
P -2.5959 -0.0128 0.4036 2.0 0.3 -0.2 0.733
Cl -3.7807 0.9532 -0.8712 -0.3 0.6 -0.5 -0.230
H -1.0934 0.4929 -1.8439 0.2 0.0 -0.2 0.359
H -0.0356 -0.9547 -1.8367 0.0 0.1 0.0 0.492
H 0.8597 -0.2826 0.3808 -0.1 0.1 0.0 0.290
H 2.2126 1.5340 -0.4941 0.1 0.1 0.0 0.375
H 0.8951 2.1135 -1.5171 0.0 0.0 -0.1 0.387
H 1.7204 0.5895 -1.9054 0.1 -0.1 -0.1 0.382
H -0.5053 -2.2851 0.6848 -0.1 0.0 0.0 0.316
H -2.2112 -2.7202 0.4215 0.2 -0.1 0.0 0.345
H -1.0157 -2.9478 -0.8837 0.0 0.0 0.1 0.330
H -0.9479 2.0076 2.4200 0.1 0.0 0.2 0.323
H -0.0887 0.4423 2.4173 0.0 0.0 0.0 0.329
H 0.7942 1.9523 2.1345 0.0 0.0 0.0 0.344